Record 1
DFT (the ωB97M-V functional and the def2-TZVPD basis) results for an isolated molecule of C5H8OS at a distorted geometry.

```
15
Properties=species:S:1:pos:R:3:forces:R:3
S -1.1661 1.5105 0.1122 0.04 -0.50 0.58
O 0.4531 -0.8383 -0.0113 -1.25 -0.91 -0.08
C 2.6390 0.0641 0.2065 -2.47 0.75 -0.08
C -1.5974 -0.0242 -0.4794 3.09 2.30 0.45
C 1.0935 0.2190 -0.0588 2.29 -0.34 -0.29
C 0.5672 1.4514 -0.2954 -2.07 1.28 -0.12
C -2.3622 -0.9908 0.2579 -3.69 -1.21 -2.48
H -1.8985 -1.9697 0.1930 0.11 -0.06 -0.04
H 2.8210 -0.8983 -0.3457 0.64 1.08 0.97
H 2.4924 -0.0114 1.3391 1.49 -0.10 -1.42
H 1.0043 2.4080 -0.1000 0.56 0.17 -0.32
H 3.1396 1.0051 -0.2068 -0.23 -1.61 0.94
H -3.3669 -1.0841 -0.4089 1.80 -0.14 1.58
H -1.1510 -0.0475 -1.4751 -0.58 -1.24 0.12
H -2.6680 -0.7938 1.2727 0.28 0.53 0.17
```
Forces are in eV/Å.

Its total charge is 0. The value obtained for the total energy is -18194.005 eV. As for the frontier orbital gap (alpha / beta): 7.30 / 7.30 eV. The calculation puts the HOMO energy (alpha / beta) at -7.71 / -7.71 eV.

---

Record 2
DFT (the ωB97M-V functional and the def2-TZVPD basis) results for a structure of composition C45H45N5O2SSiW.

```
100
Properties=species:S:1:pos:R:3:forces:R:3
W -0.1089 0.2785 0.4675 -0.16 -0.03 -0.08
S 1.8370 2.3335 -1.2940 -0.05 -0.06 0.03
Si -3.4281 -0.2881 0.0196 0.07 -0.01 0.03
O 0.7621 -1.7549 -0.3200 -0.07 -0.08 0.01
O 1.5417 0.9151 -0.7018 0.10 0.19 -0.08
N 1.6878 0.0249 1.8911 -0.07 -0.03 0.01
N 3.3454 -3.5604 4.5304 -0.01 0.07 -0.02
N -1.7257 -0.8132 -0.2049 -0.02 -0.02 -0.06
N -1.0212 -0.6797 2.3633 0.03 -0.05 -0.03
N -1.0388 1.6020 -1.1201 0.14 -0.17 -0.13
C 1.9513 2.1055 -3.0846 0.02 0.08 -0.03
C 2.0018 -2.3667 -0.0269 -0.06 0.02 -0.01
C -0.7520 -0.0013 -2.9233 0.02 0.03 0.05
C -1.6515 -2.7361 3.4257 -0.03 -0.02 0.05
C 1.9280 -1.0874 2.5850 0.00 -0.07 0.08
C -1.3713 -0.0353 3.4837 0.01 0.04 0.03
C -1.0162 -0.4016 -4.2055 -0.02 -0.01 -0.06
C 3.3819 1.6897 -3.3954 -0.02 0.01 -0.02
C -0.0845 3.8866 3.1406 0.01 0.00 0.02
C 2.6132 0.9944 1.9580 0.11 0.09 -0.03
C -1.2739 1.2091 -2.4283 0.02 0.00 0.02
C -1.1928 -2.0165 2.3455 0.01 0.00 -0.04
C 4.2503 2.5750 -2.5107 0.00 -0.01 0.02
C 0.1142 2.6049 2.6449 0.02 0.07 -0.02
C 3.2451 -2.5418 4.0095 0.01 0.00 0.00
C -2.4784 3.2713 -2.8252 -0.04 0.06 -0.04
C 2.0346 -3.5157 0.7473 0.01 -0.05 -0.04
C -1.8668 -0.6813 4.6029 0.01 0.03 0.01
C -4.2897 0.0651 -1.6003 -0.06 0.06 -0.07
C -1.2045 4.4841 1.1159 -0.02 0.05 0.01
C -2.5088 -2.8179 -1.4653 0.00 -0.01 0.02
C -4.3342 -1.5713 1.0315 -0.05 -0.05 0.06
C -1.9971 -2.0578 4.5863 -0.02 -0.03 0.02
C -1.4222 2.8090 -0.7239 0.14 0.17 0.01
C -1.5120 -2.0440 -0.8506 -0.04 0.10 0.01
C -0.8952 -4.4034 -2.3030 0.03 -0.02 0.00
C 4.3805 -2.2970 -0.1126 -0.01 0.00 0.01
C 3.6469 2.4837 -1.1099 0.00 0.01 0.03
C -0.3322 2.2111 1.3756 -0.06 -0.12 0.02
C -2.0164 2.0255 -3.3057 0.12 0.01 -0.07
C 0.1153 -3.6813 -1.6880 0.01 0.00 0.03
C -3.5816 1.3249 0.9539 -0.07 0.07 0.04
C -2.2799 1.5898 -4.6244 -0.01 0.05 0.01
C -2.2058 -3.9727 -2.1677 -0.04 0.01 -0.01
C -0.7503 4.8325 2.3756 -0.01 0.01 0.00
C 4.0433 -0.2872 3.3697 0.08 0.01 0.04
C 3.7848 0.8816 2.6757 0.03 0.06 -0.01
C -1.8024 0.3895 -5.0662 0.01 -0.05 -0.02
C 4.4389 -3.4404 0.6711 0.01 0.02 0.00
C 3.0850 -1.2875 3.3246 -0.04 -0.10 0.04
C -0.9949 3.1978 0.6248 0.02 0.06 -0.06
C -0.2203 -2.5583 -0.9574 0.11 0.05 0.00
C 3.2646 -4.0533 1.0939 0.00 -0.03 -0.03
C -2.1658 3.6668 -1.5656 -0.01 0.06 0.00
C 3.1519 -1.7531 -0.4751 0.05 0.01 -0.05
H -2.8874 1.4963 1.7728 0.00 -0.04 0.05
H 1.1697 1.4094 -3.3746 -0.01 -0.05 -0.03
H 1.7162 3.0888 -3.5028 0.01 -0.02 0.01
H 1.1871 -1.8651 2.5608 -0.09 -0.04 0.02
H -3.5419 -2.5160 -1.4074 -0.02 0.04 -0.01
H -2.3701 -2.5915 5.4508 0.01 0.01 -0.02
H 3.9367 1.5587 -0.6123 0.00 -0.04 0.08
H 3.8622 3.3339 -0.4644 0.00 -0.02 -0.01
H -4.1290 -1.4206 2.0956 0.01 -0.01 -0.01
H 1.1129 -3.9909 1.0622 0.01 0.01 0.01
H 3.5976 1.8225 -4.4546 0.00 0.00 0.00
H 3.3061 -4.9477 1.7018 0.00 0.03 -0.01
H -4.3561 -0.7546 -2.3129 0.02 -0.03 -0.01
H 3.5317 0.6346 -3.1559 -0.01 -0.01 0.01
H -3.0709 3.9056 -3.4748 0.02 -0.02 0.02
H -0.9171 5.8311 2.7573 0.01 -0.02 -0.01
H -2.8681 2.2279 -5.2733 0.02 -0.02 0.02
H -1.2549 1.0364 3.4818 -0.08 -0.05 -0.01
H -0.6113 -1.3417 -4.5600 0.00 0.01 0.00
H 4.2322 3.6049 -2.8693 -0.01 0.01 0.00
H -2.0116 0.0518 -6.0725 0.01 0.01 0.03
H -2.1399 -0.0971 5.4706 0.00 -0.01 -0.01
H -3.5347 2.1864 0.2841 -0.09 -0.11 0.11
H 5.3966 -3.8633 0.9448 -0.02 0.01 -0.01
H 5.2913 2.2550 -2.4884 0.00 0.00 0.00
H -0.6577 -5.2926 -2.8707 0.00 0.02 0.02
H -5.4111 -1.4306 0.8946 0.05 -0.03 0.02
H -3.8204 0.9101 -2.1109 -0.14 -0.13 0.10
H 4.4798 1.7097 2.6959 -0.01 -0.02 0.00
H -1.7190 5.2301 0.5263 0.01 0.00 0.01
H 5.2952 -1.8311 -0.4574 -0.02 -0.01 0.00
H 4.9528 -0.4187 3.9413 -0.02 0.00 -0.01
H -0.1138 -0.6075 -2.3011 0.00 0.03 -0.01
H -3.0106 -4.5342 -2.6252 0.02 0.02 0.01
H -2.4994 4.6227 -1.1945 0.00 0.00 0.00
H -4.1016 -2.6082 0.7865 0.00 0.04 0.01
H 2.3774 1.9095 1.4438 0.01 0.08 -0.06
H 1.1465 -3.9951 -1.7706 0.00 0.00 0.01
H -1.7523 -3.8097 3.3456 0.00 0.01 0.01
H -4.5897 1.3154 1.3827 0.03 -0.01 -0.01
H -5.3128 0.3726 -1.3563 0.03 -0.03 -0.02
H -0.9609 -2.5203 1.4187 0.02 -0.03 0.02
H 0.2752 4.1440 4.1293 -0.01 0.00 -0.02
H 3.0759 -0.8653 -1.0878 0.01 -0.05 0.02
H 0.6169 1.8977 3.2933 0.07 0.02 -0.02
```
Forces are in eV/Å.

As for the expectation value of S²: 2.015. Its total charge is +2. The value obtained for the total energy is -79469.226 eV. As for the frontier orbital gap (alpha / beta): 6.66 / 6.73 eV. The calculation puts the HOMO energy (alpha / beta) at -12.14 / -12.64 eV. As for the multiplicity: 3.